{
  "formula": "C17H32N2O5PPd",
  "method": "ωB97M-V/def2-TZVPD",
  "gap_ev": [6.9, 6.7],
  "e_lumo_ev": [-3.81, -4.09],
  "max_force_ev_per_a": 2.83,
  "e_tot_ev": -44129.331,
  "total_charge": 1,
  "elements": ["Pd", "C", "N", "C", "C", "C", "C", "C", "C", "C", "C", "H", "H", "H", "H", "H", "H", "H", "H", "H", "H", "H", "H", "C", "C", "O", "P", "O", "C", "C", "O", "C", "C", "H", "H", "H", "H", "H", "H", "H", "H", "H", "H", "H", "H", "H", "H", "H", "N", "C", "C", "O", "O", "H", "H", "H", "H", "H"],
  "coordinates": [[-0.7549, -1.2186, 0.1500], [-2.9521, -2.1768, 1.5347], [-2.8174, -0.7593, 1.1901], [-2.7700, 0.0829, 2.3749], [-3.8320, -0.3321, 0.2153], [-3.2970, -0.3252, -1.2050], [-4.0228, 0.3041, -2.2143], [-3.5005, 0.3901, -3.4916], [-2.2702, -0.1744, -3.7887], [-1.5558, -0.8381, -2.7989], [-2.0750, -0.9103, -1.5185], [-3.8982, -2.3712, 2.0599], [-2.1276, -2.4818, 2.1920], [-2.9311, -2.7785, 0.6174], [-3.6695, -0.0399, 2.9966], [-2.6874, 1.1281, 2.0714], [-1.8927, -0.1822, 2.9724], [-4.1683, 0.6808, 0.4541], [-4.7087, -0.9927, 0.2716], [-4.9825, 0.7495, -1.9862], [-4.0485, 0.9254, -4.2521], [-1.8636, -0.0946, -4.7857], [-0.6017, -1.3019, -3.0323], [2.7792, 2.2404, 2.8733], [1.4103, 1.7205, 2.4578], [1.2742, 1.7706, 1.0401], [0.6986, 0.5630, 0.1004], [0.1932, 1.4752, -1.1083], [-0.7816, 2.5015, -0.8966], [-0.1574, 3.8281, -1.2901], [1.9635, -0.1395, -0.5803], [2.8749, 0.5243, -1.4798], [4.2318, 0.7201, -0.8251], [2.7986, 2.3568, 3.9523], [2.9695, 3.2061, 2.4119], [3.5695, 1.5537, 2.5830], [0.6263, 2.3600, 2.8849], [1.2571, 0.6910, 2.8108], [-1.0856, 2.5176, 0.1554], [-1.6514, 2.2512, -1.5110], [0.7342, 3.9794, -0.6884], [-0.8451, 4.6509, -1.1229], [0.1264, 3.8019, -2.3379], [2.4488, 1.4811, -1.7874], [2.9487, -0.1280, -2.3557], [4.1354, 1.3342, 0.0655], [4.9076, 1.2154, -1.5165], [4.6622, -0.2386, -0.5500], [3.4542, -3.4381, 1.4093], [2.7884, -3.7093, 0.1375], [1.4198, -3.0440, 0.1818], [0.6341, -3.0007, -0.7313], [1.1180, -2.5294, 1.3734], [3.9019, -4.2595, 1.7957], [1.9181, -2.6971, 1.9472], [4.1543, -2.7093, 1.3258], [2.6194, -4.7818, -0.0083], [3.3306, -3.3509, -0.7439]],
  "forces_ev_per_a": [[-2.51, -0.51, -1.21], [-0.35, -0.37, 0.17], [0.88, -0.47, -0.54], [0.06, 0.10, 0.19], [-0.07, 0.08, -0.61], [-0.13, -0.22, 0.70], [0.18, -0.21, -0.03], [-0.10, 0.15, -0.04], [-0.05, -0.21, 0.10], [0.34, -0.38, 0.14], [1.09, 0.81, 1.24], [0.04, -0.01, 0.02], [-0.15, 0.05, -0.14], [-0.05, 0.09, 0.27], [0.09, 0.02, -0.09], [0.03, -0.09, 0.07], [-0.12, 0.04, -0.04], [0.03, -0.14, 0.11], [0.04, 0.14, 0.10], [-0.04, 0.03, 0.03], [-0.04, 0.00, -0.10], [0.05, -0.05, -0.06], [0.00, 0.17, 0.06], [-0.37, -0.19, -0.19], [0.04, -0.04, 0.40], [-0.05, -0.31, -0.64], [0.62, 1.14, 0.11], [0.21, -0.16, -0.28], [-0.14, 0.35, -0.06], [-0.09, -0.37, 0.14], [0.17, 0.06, 0.08], [0.39, 0.20, -0.20], [-0.41, -0.10, -0.07], [0.07, 0.03, 0.16], [-0.01, 0.09, 0.00], [0.08, -0.08, -0.05], [0.11, -0.19, -0.06], [-0.02, 0.16, 0.02], [-0.04, -0.01, -0.04], [0.07, 0.01, 0.06], [0.10, 0.13, 0.05], [-0.11, 0.10, -0.01], [0.02, 0.06, -0.12], [0.03, -0.12, -0.02], [-0.02, 0.16, 0.10], [0.01, 0.08, 0.10], [0.08, 0.04, -0.08], [0.11, -0.12, 0.06], [0.38, -0.10, 0.00], [-0.11, 0.08, -0.04], [0.40, -0.30, 0.57], [-0.48, 0.42, -0.26], [-0.09, -0.10, -0.03], [-0.04, 0.07, -0.02], [0.00, -0.06, -0.16], [-0.03, -0.11, -0.03], [0.03, 0.17, 0.06], [-0.13, 0.00, 0.13]]
}